1.
DFT (ωB97M-V/def2-TZVPD) results for C23H29BrF6IN3O8PS2W as an isolated structure.

LUMO energy (spin up / spin down) ... -5.10 / -5.23 eV
E_HOMO (spin up / spin down) ... -11.63 / -11.91 eV
Orbital gap (spin up / spin down) ... 6.5 / 6.7 eV
Expectation value of S² ... 2.014

ORCA input file:
```
! wB97M-V def2-TZVPD RIJCOSX def2/J DEFGRID3
* xyz 1 3
W 0.653 -0.142 0.071
I 2.073 2.740 1.527
Br 6.982 -4.112 -0.411
S -1.365 -1.601 2.589
S -2.052 0.955 1.754
P -0.906 -2.227 -1.066
F -0.505 -0.849 4.939
F -1.920 3.428 2.478
F -1.096 2.040 3.924
F -0.513 -2.987 4.582
F -3.243 2.200 3.685
F -2.375 -1.937 4.956
O 0.204 -1.569 -2.073
O -0.004 -1.277 2.163
O -1.993 -2.962 -1.686
O -1.190 -0.903 -0.269
O -0.645 1.099 1.285
O -3.051 1.301 0.798
O 0.115 -2.936 -0.093
O -1.973 -2.782 2.074
N -2.313 -0.347 2.543
N 0.357 1.425 -1.310
N 2.545 0.005 -1.007
C 1.204 -4.470 1.360
C -2.079 2.245 3.062
C -1.214 -0.807 -3.922
C 1.287 -0.774 -4.063
C 1.459 3.058 -2.646
C 3.541 -1.905 0.106
C 0.073 -1.528 -3.558
C -1.181 -1.853 4.399
C -0.853 -5.209 0.152
C 4.542 -2.847 0.262
C 0.423 -4.392 0.061
C 2.656 1.085 -1.683
C 1.266 -4.802 -1.133
C 5.625 -2.835 -0.603
C 0.245 3.724 -2.815
C -0.813 2.038 -1.483
C 3.623 -0.949 -0.891
C 1.468 1.917 -1.888
C 4.701 -0.954 -1.768
C 1.916 0.583 1.665
C 0.093 -2.955 -4.072
C -0.897 3.200 -2.241
C 5.704 -1.895 -1.622
H -1.493 -5.066 -0.715
H 2.952 0.256 1.697
H 2.377 3.419 -3.089
H -0.559 -6.260 0.196
H -0.740 -3.530 -3.671
H 1.441 0.419 2.625
H 2.228 -4.112 1.238
H 1.250 -5.507 1.691
H 1.344 -0.873 -5.146
H 0.647 -4.937 -2.021
H 2.035 -4.056 -1.344
H 0.714 -3.884 2.134
H 4.482 -3.588 1.047
H 4.775 -0.262 -2.597
H -2.090 -1.381 -3.623
H -1.248 -0.657 -5.002
H 0.200 4.637 -3.394
H 0.006 -2.938 -5.159
H 1.034 -3.443 -3.810
H 2.202 -1.191 -3.637
H -1.681 1.598 -1.010
H 2.696 -1.919 0.787
H 6.541 -1.904 -2.306
H -1.418 -4.965 1.050
H 3.591 1.370 -2.157
H 1.758 -5.752 -0.919
H -1.252 0.173 -3.443
H -1.860 3.675 -2.359
H 1.216 0.289 -3.832
*
```

The molecule's Löwdin atomic charges, reported in e, are given here: number 1, W, carries 1.693; number 2, I, carries 0.844; number 3, Br, carries 0.820; number 4, S, carries 0.659; number 5, S, carries 0.670; number 6, P, carries 0.320; number 7, F, carries 0.162; number 8, F, carries 0.155; number 9, F, carries 0.160; number 10, F, carries 0.160; number 11, F, carries 0.178; number 12, F, carries 0.177; number 13, O, carries -0.238; number 14, O, carries -0.399; number 15, O, carries -0.180; number 16, O, carries -0.407; number 17, O, carries -0.527; number 18, O, carries -0.224; number 19, O, carries -0.219; number 20, O, carries -0.219; number 21, N, carries -0.250; number 22, N, carries -0.043; number 23, N, carries -0.037; number 24, C, carries -0.002; number 25, C, carries -0.686; number 26, C, carries -0.007; number 27, C, carries -0.015; number 28, C, carries 0.023; number 29, C, carries -0.042; number 30, C, carries -0.574; number 31, C, carries -0.686; number 32, C, carries -0.016; number 33, C, carries -0.099; number 34, C, carries -0.555; number 35, C, carries -0.065; number 36, C, carries -0.012; number 37, C, carries -0.682; number 38, C, carries 0.008; number 39, C, carries -0.063; number 40, C, carries -0.237; number 41, C, carries -0.318; number 42, C, carries -0.010; number 43, C, carries -0.736; number 44, C, carries -0.020; number 45, C, carries 0.018; number 46, C, carries -0.094; number 47, H, carries 0.079; number 48, H, carries -0.022; number 49, H, carries 0.136; number 50, H, carries 0.103; number 51, H, carries 0.083; number 52, H, carries -0.025; number 53, H, carries 0.062; number 54, H, carries 0.106; number 55, H, carries 0.105; number 56, H, carries 0.082; number 57, H, carries 0.082; number 58, H, carries 0.075; number 59, H, carries 0.110; number 60, H, carries 0.115; number 61, H, carries 0.090; number 62, H, carries 0.104; number 63, H, carries 0.129; number 64, H, carries 0.103; number 65, H, carries 0.087; number 66, H, carries 0.086; number 67, H, carries 0.106; number 68, H, carries 0.090; number 69, H, carries 0.114; number 70, H, carries 0.085; number 71, H, carries 0.148; number 72, H, carries 0.103; number 73, H, carries 0.074; number 74, H, carries 0.132; number 75, H, carries 0.069

***

2.
DFT (ωB97M-V/def2-TZVPD) results for a single C23H29FN2O2 molecule.

LUMO energy ... 0.76 eV
E_HOMO ... -7.99 eV
Orbital gap ... 8.8 eV

ORCA input file:
```
! wB97M-V def2-TZVPD RIJCOSX def2/J DEFGRID3
* xyz 0 1
F 6.180 -4.454 -0.525
O 3.711 1.549 -2.496
O -7.746 -2.102 -0.780
N 0.126 1.571 0.657
N 2.842 0.816 0.048
C -6.613 -1.475 -0.361
C 5.231 -0.976 -0.349
C 4.050 -2.210 1.332
C 1.231 2.361 1.158
C 4.672 -3.378 0.927
C -1.104 1.799 1.397
C 2.188 2.889 -1.120
C 5.858 -2.133 -0.771
C 5.569 -3.320 -0.123
C 0.502 0.170 0.643
C 3.642 0.271 1.138
C -4.343 -0.217 0.720
C -4.528 -0.316 -0.658
C -7.975 -2.226 -2.163
C 2.451 2.213 0.233
C -6.440 -1.386 1.021
C 4.322 -1.002 0.703
C -2.259 1.150 0.707
C -3.186 0.422 1.326
C -5.325 -0.773 1.546
C 1.696 -0.018 -0.294
C -5.640 -0.934 -1.196
C 3.415 2.840 -2.034
H 5.448 -0.042 -0.844
H 4.409 1.012 1.386
H 1.341 2.416 -1.613
H -1.269 2.883 1.422
H 3.298 2.729 0.702
H -5.209 -0.715 2.619
H -3.109 0.291 2.400
H -8.925 -2.750 -2.258
H 4.469 -4.320 1.410
H 4.281 3.259 -1.496
H 3.054 0.079 2.049
H -7.189 -2.813 -2.650
H 2.016 -1.061 -0.292
H -1.031 1.444 2.442
H 1.511 2.059 2.187
H 0.750 -0.188 1.661
H -3.786 0.087 -1.329
H -8.052 -1.248 -2.648
H 3.645 0.962 -1.724
H -0.344 -0.417 0.279
H 3.345 -2.243 2.150
H -2.294 1.328 -0.357
H 3.242 3.452 -2.925
H 1.932 3.934 -0.937
H 6.563 -2.124 -1.587
H -7.198 -1.810 1.660
H -5.738 -0.990 -2.270
H 0.931 3.411 1.189
H 1.383 0.240 -1.308
*
```

The molecule's Löwdin atomic charges, reported in e, are given here: number 1, F, carries 0.055; number 2, O, carries -0.083; number 3, O, carries -0.084; number 4, N, carries -0.169; number 5, N, carries -0.146; number 6, C, carries -0.278; number 7, C, carries -0.021; number 8, C, carries -0.038; number 9, C, carries -0.149; number 10, C, carries -0.005; number 11, C, carries -0.205; number 12, C, carries -0.131; number 13, C, carries 0.005; number 14, C, carries -0.277; number 15, C, carries -0.159; number 16, C, carries -0.140; number 17, C, carries -0.233; number 18, C, carries -0.025; number 19, C, carries -0.092; number 20, C, carries -0.293; number 21, C, carries -0.003; number 22, C, carries -0.225; number 23, C, carries -0.092; number 24, C, carries -0.061; number 25, C, carries -0.035; number 26, C, carries -0.134; number 27, C, carries -0.018; number 28, C, carries -0.267; number 29, H, carries 0.116; number 30, H, carries 0.133; number 31, H, carries 0.113; number 32, H, carries 0.126; number 33, H, carries 0.146; number 34, H, carries 0.111; number 35, H, carries 0.111; number 36, H, carries 0.093; number 37, H, carries 0.117; number 38, H, carries 0.115; number 39, H, carries 0.116; number 40, H, carries 0.095; number 41, H, carries 0.124; number 42, H, carries 0.126; number 43, H, carries 0.127; number 44, H, carries 0.125; number 45, H, carries 0.107; number 46, H, carries 0.095; number 47, H, carries 0.038; number 48, H, carries 0.122; number 49, H, carries 0.114; number 50, H, carries 0.110; number 51, H, carries 0.115; number 52, H, carries 0.119; number 53, H, carries 0.120; number 54, H, carries 0.117; number 55, H, carries 0.102; number 56, H, carries 0.124; number 57, H, carries 0.125

***

3.
DFT (ωB97M-V/def2-TZVPD) results for an isolated ion of composition C23H29N2O4 and charge +1.

LUMO energy ... -2.11 eV
E_HOMO ... -11.53 eV
Orbital gap ... 9.4 eV

ORCA input file:
```
! wB97M-V def2-TZVPD RIJCOSX def2/J DEFGRID3
* xyz 1 1
O -6.967 1.893 0.323
O 2.769 1.927 -0.911
O 0.581 0.750 -0.244
O -6.299 -0.240 0.140
N 2.729 -0.910 -0.256
N -0.671 2.653 -0.383
C 1.731 2.819 -0.587
C -7.661 -0.669 0.259
C -1.996 2.194 -0.232
C 5.816 0.576 0.482
C -2.991 3.161 -0.103
C 3.939 1.919 -0.198
C 4.491 3.016 0.446
C 0.784 -2.445 -0.165
C 2.154 -2.172 -0.803
C 2.113 -4.359 0.306
C 3.033 -3.383 -0.436
C 0.472 1.963 -0.391
C -3.657 0.469 -0.090
C 6.361 1.669 1.135
C -2.334 0.845 -0.227
C -7.706 -2.174 0.086
C 1.063 -3.456 0.944
C 3.988 -0.474 -0.915
C -4.309 2.781 0.035
C -4.652 1.431 0.042
C 5.698 2.883 1.113
C -6.092 1.075 0.185
C 4.607 0.687 -0.186
H -0.604 3.659 -0.482
H 2.902 -1.044 0.745
H -5.093 3.515 0.138
H -7.106 -2.660 0.850
H -7.322 -2.453 -0.892
H 1.468 -2.962 1.830
H -8.733 -2.517 0.172
H 1.933 3.364 0.342
H 3.483 -3.842 -1.313
H 1.590 3.537 -1.403
H 7.302 1.574 1.652
H -8.038 -0.366 1.241
H 0.311 -1.533 0.192
H 1.633 -5.034 -0.401
H 6.124 3.741 1.608
H 3.741 -0.183 -1.938
H 2.655 -4.958 1.034
H -1.569 0.096 -0.336
H 2.072 -2.031 -1.882
H -8.257 -0.158 -0.505
H 0.171 -4.000 1.241
H 4.003 3.978 0.416
H -2.729 4.210 -0.112
H 1.996 -0.139 -0.339
H 3.841 -3.073 0.230
H 6.338 -0.369 0.485
H 4.688 -1.311 -0.942
H 0.129 -2.897 -0.909
H -3.925 -0.575 -0.089
*
```

The molecule's Löwdin atomic charges, reported in e, are given here: number 1, O, carries 0.127; number 2, O, carries -0.043; number 3, O, carries 0.039; number 4, O, carries -0.007; number 5, N, carries 0.072; number 6, N, carries 0.153; number 7, C, carries -0.069; number 8, C, carries -0.213; number 9, C, carries -0.200; number 10, C, carries -0.022; number 11, C, carries -0.004; number 12, C, carries -0.211; number 13, C, carries 0.001; number 14, C, carries -0.129; number 15, C, carries -0.255; number 16, C, carries -0.175; number 17, C, carries -0.128; number 18, C, carries -0.374; number 19, C, carries 0.011; number 20, C, carries -0.065; number 21, C, carries 0.006; number 22, C, carries -0.061; number 23, C, carries -0.177; number 24, C, carries -0.066; number 25, C, carries 0.009; number 26, C, carries -0.111; number 27, C, carries -0.054; number 28, C, carries -0.456; number 29, C, carries -0.142; number 30, H, carries 0.158; number 31, H, carries 0.189; number 32, H, carries 0.127; number 33, H, carries 0.077; number 34, H, carries 0.078; number 35, H, carries 0.115; number 36, H, carries 0.081; number 37, H, carries 0.139; number 38, H, carries 0.121; number 39, H, carries 0.150; number 40, H, carries 0.112; number 41, H, carries 0.132; number 42, H, carries 0.094; number 43, H, carries 0.119; number 44, H, carries 0.115; number 45, H, carries 0.150; number 46, H, carries 0.116; number 47, H, carries 0.092; number 48, H, carries 0.160; number 49, H, carries 0.130; number 50, H, carries 0.117; number 51, H, carries 0.117; number 52, H, carries 0.116; number 53, H, carries 0.121; number 54, H, carries 0.115; number 55, H, carries 0.119; number 56, H, carries 0.131; number 57, H, carries 0.131; number 58, H, carries 0.122

***

4.
DFT (ωB97M-V/def2-TZVPD) results for a single C23H29N3O2 molecule.

LUMO energy ... 0.62 eV
E_HOMO ... -7.42 eV
Orbital gap ... 8.0 eV

ORCA input file:
```
! wB97M-V def2-TZVPD RIJCOSX def2/J DEFGRID3
* xyz 0 1
O -5.208 -2.092 -0.463
O 5.366 -2.199 -0.161
N 4.319 -0.237 -0.663
N -0.964 -0.935 1.087
N -3.359 -0.800 -0.447
C -7.220 2.445 -0.051
C 5.396 -1.069 -0.597
C 0.330 -0.759 0.607
C -7.209 1.488 0.949
C 0.793 0.455 0.092
C -1.869 0.185 1.198
C 6.677 -0.427 -1.106
C -2.481 -1.947 -0.553
C 7.453 0.219 0.051
C 1.254 -1.805 0.704
C 3.007 -0.452 -0.227
C -1.696 -2.140 0.752
C -5.560 1.204 -1.260
C -6.400 2.298 -1.158
C 6.576 2.617 -0.145
C -5.539 0.246 -0.252
C -4.701 -0.988 -0.382
C 6.726 1.377 0.735
C 2.562 -1.665 0.293
C -6.379 0.386 0.846
C 2.105 0.603 -0.311
C -2.665 0.418 -0.100
C 5.818 3.725 0.577
H -1.322 1.082 1.485
H 5.742 1.044 1.075
H -1.780 -1.780 -1.380
H -7.855 1.596 1.808
H 7.294 1.657 1.625
H 0.953 -2.749 1.132
H 6.047 2.370 -1.069
H 0.136 1.305 -0.006
H 7.653 -0.556 0.793
H 7.293 -1.220 -1.533
H -4.926 1.082 -2.127
H -3.376 1.232 0.038
H 2.430 1.556 -0.707
H -1.018 -2.983 0.643
H 7.567 2.978 -0.427
H 3.250 -2.488 0.383
H 4.482 0.690 -1.030
H -2.397 -2.356 1.566
H -3.100 -2.820 -0.766
H -2.581 -0.049 1.998
H -7.873 3.302 0.027
H -6.376 -0.374 1.614
H -1.978 0.672 -0.916
H 6.466 0.305 -1.887
H 4.822 3.387 0.857
H 8.414 0.574 -0.330
H 5.718 4.601 -0.060
H -6.417 3.037 -1.946
H 6.343 4.017 1.483
*
```

The molecule's Löwdin atomic charges, reported in e, are given here: number 1, O, carries 0.074; number 2, O, carries 0.073; number 3, N, carries 0.125; number 4, N, carries -0.106; number 5, N, carries -0.046; number 6, C, carries -0.087; number 7, C, carries -0.478; number 8, C, carries -0.232; number 9, C, carries -0.076; number 10, C, carries -0.028; number 11, C, carries -0.139; number 12, C, carries -0.111; number 13, C, carries -0.104; number 14, C, carries -0.191; number 15, C, carries -0.010; number 16, C, carries -0.227; number 17, C, carries -0.128; number 18, C, carries -0.042; number 19, C, carries -0.078; number 20, C, carries -0.273; number 21, C, carries -0.160; number 22, C, carries -0.426; number 23, C, carries -0.226; number 24, C, carries -0.002; number 25, C, carries -0.020; number 26, C, carries -0.028; number 27, C, carries -0.120; number 28, C, carries -0.112; number 29, H, carries 0.119; number 30, H, carries 0.107; number 31, H, carries 0.135; number 32, H, carries 0.103; number 33, H, carries 0.115; number 34, H, carries 0.108; number 35, H, carries 0.091; number 36, H, carries 0.097; number 37, H, carries 0.116; number 38, H, carries 0.121; number 39, H, carries 0.121; number 40, H, carries 0.119; number 41, H, carries 0.109; number 42, H, carries 0.110; number 43, H, carries 0.112; number 44, H, carries 0.101; number 45, H, carries 0.125; number 46, H, carries 0.133; number 47, H, carries 0.123; number 48, H, carries 0.131; number 49, H, carries 0.102; number 50, H, carries 0.120; number 51, H, carries 0.126; number 52, H, carries 0.106; number 53, H, carries 0.068; number 54, H, carries 0.112; number 55, H, carries 0.068; number 56, H, carries 0.103; number 57, H, carries 0.073

***

For each record above, in turn, the calculated ΔE to the lowest compared entry with this formula, charge and spin values are 1.1823, 1.4813, 0.0000, 1.1631 eV.
For each record above, in turn, the calculated DFT total energy values are -6335.64878, -1253.64473, -1304.14461, -1208.61875 a.u..